83
Properties=species:S:1:pos:R:3:forces:R:3:mulliken_charge:R:1 method="wB97M-V/def2-TZVPD" lumo_ev=-1.69 homo_lumo_gap_ha=0.28614 smiles="CCNB1OB(B(C)O)OB(B(O)O)O1.O=C1C=C(O)C(=O)C=C1O.O=C1C=C(O)C(=O)C=C1O.O=C1C=C(O)C(=O)C=C1O.O=C1C=C(O)C(=O)C=C1O" e_above_lowest_kcal_mol=0.0 charge=0
C 0.570 3.769 -1.922 0.08 0.00 0.29 -1.05
C 1.148 2.573 -1.176 0.04 0.20 0.22 0.23
N 1.463 2.922 0.241 -0.29 -0.37 -0.01 -0.34
B 1.737 1.722 0.998 0.09 -0.50 -0.32 0.33
O 3.020 1.238 1.201 0.03 0.66 0.48 -0.51
B 3.266 0.542 2.378 0.14 -0.63 -0.81 0.16
B 4.684 0.711 3.358 0.16 -0.41 -0.14 0.42
C 4.892 -0.146 4.663 -0.36 0.47 0.03 -0.87
O 5.619 1.646 3.019 -0.40 0.42 0.19 -0.56
O 2.209 -0.239 2.850 0.08 0.73 0.94 -0.25
B 0.993 0.434 2.814 0.03 -0.50 -0.35 0.60
B 0.038 0.715 4.244 0.01 -0.15 -0.39 0.40
O -0.988 1.627 4.222 0.27 0.32 0.63 -0.54
O 0.226 -0.016 5.394 -0.29 0.37 0.25 -0.56
O 0.673 1.001 1.582 0.10 0.92 0.57 -0.45
H 0.985 4.682 -1.494 0.10 0.05 -0.12 0.33
H -0.512 3.813 -1.791 -0.02 0.03 -0.09 0.32
H 0.800 3.736 -2.984 -0.14 -0.01 0.05 0.15
H 0.422 1.758 -1.151 0.14 -0.04 -0.55 -0.06
H 2.065 2.227 -1.653 0.03 -0.04 0.04 0.32
H 0.598 3.298 0.625 0.00 0.11 -0.08 0.25
H 5.334 0.486 5.440 0.19 -0.25 0.10 0.26
H 3.961 -0.560 5.048 0.00 -0.11 -0.02 0.20
H 5.559 -0.983 4.439 0.08 0.03 0.08 0.32
H 6.158 1.911 3.777 0.21 -0.30 -0.22 0.31
H -0.767 2.484 3.837 -0.30 -0.49 -0.45 0.29
H 1.086 0.064 5.816 0.06 -0.42 -0.31 0.30
O -2.403 -0.141 1.313 0.01 0.00 -0.01 -0.51
C -2.955 -0.602 0.331 -0.03 -0.02 0.00 1.22
C -4.278 -1.181 0.317 -0.05 0.00 0.05 -1.25
C -4.757 -1.668 -0.837 0.05 0.01 -0.08 0.36
O -5.947 -2.222 -0.980 0.06 0.07 0.08 -0.55
C -3.958 -1.632 -2.130 0.02 0.03 0.01 1.35
O -4.497 -2.113 -3.113 -0.03 0.01 0.01 -0.60
C -2.643 -1.040 -2.122 0.03 0.00 -0.06 -1.08
C -2.165 -0.551 -0.966 -0.03 -0.01 0.01 0.06
O -0.979 0.015 -0.842 -0.05 -0.06 0.11 -0.48
H -4.839 -1.204 1.241 -0.01 -0.02 -0.01 0.46
H -6.001 -2.504 -1.918 -0.12 -0.14 0.08 0.28
H -2.085 -1.008 -3.047 0.02 0.00 0.02 0.49
H -0.882 0.271 0.103 0.04 -0.02 0.04 0.32
O -10.824 -6.289 -2.108 -0.03 -0.02 -0.02 -0.62
C -10.107 -5.605 -2.814 0.05 0.02 0.01 1.06
C -8.761 -5.198 -2.475 0.01 -0.02 0.07 -1.00
C -8.087 -4.431 -3.343 -0.03 0.00 0.00 0.23
O -6.850 -3.998 -3.143 0.03 0.08 -0.05 -0.57
C -8.679 -3.973 -4.661 -0.03 -0.02 -0.01 1.14
O -7.968 -3.266 -5.353 0.03 -0.01 0.01 -0.63
C -10.017 -4.394 -5.007 -0.03 0.02 -0.06 -1.08
C -10.694 -5.163 -4.142 0.05 0.01 0.03 0.35
O -11.921 -5.609 -4.348 -0.05 0.02 -0.06 -0.57
H -8.344 -5.525 -1.533 0.01 0.02 0.00 0.45
H -6.610 -3.473 -3.937 0.03 -0.04 -0.04 0.39
H -10.429 -4.074 -5.954 -0.02 -0.01 0.01 0.42
H -12.155 -6.133 -3.556 0.02 -0.01 0.04 0.38
O 0.525 3.566 -5.258 0.04 0.01 -0.12 -0.59
C 0.259 3.173 -6.381 -0.04 -0.02 0.00 1.02
C -1.047 2.739 -6.812 -0.06 0.00 0.04 -1.14
C -1.199 2.316 -8.077 0.06 0.01 0.00 0.43
O -2.342 1.895 -8.585 -0.07 -0.01 0.04 -0.57
C -0.047 2.276 -9.066 0.04 0.02 0.02 1.03
O -0.309 1.858 -10.179 -0.04 0.00 0.00 -0.63
C 1.256 2.728 -8.637 0.05 0.00 -0.06 -0.96
C 1.406 3.153 -7.374 -0.05 -0.01 0.00 0.33
O 2.547 3.589 -6.870 0.07 0.00 -0.04 -0.58
H -1.862 2.768 -6.102 -0.01 -0.01 -0.02 0.46
H -2.151 1.648 -9.513 0.04 0.00 -0.02 0.38
H 2.069 2.709 -9.350 0.01 0.00 0.02 0.43
H 2.360 3.825 -5.939 -0.04 -0.01 0.02 0.35
O 7.320 1.557 6.796 0.06 0.01 -0.09 -0.62
C 7.942 0.927 7.637 -0.04 -0.02 0.03 1.08
C 7.371 0.390 8.846 -0.07 0.01 0.02 -1.06
C 8.169 -0.276 9.695 0.04 0.01 -0.04 0.40
O 7.762 -0.811 10.830 -0.07 0.00 0.03 -0.57
C 9.651 -0.480 9.428 0.01 0.02 -0.03 1.03
O 10.271 -1.088 10.282 -0.02 -0.02 0.02 -0.63
C 10.218 0.043 8.207 0.07 -0.02 -0.01 -1.01
C 9.418 0.706 7.359 -0.04 -0.01 0.05 0.36
O 9.825 1.228 6.215 0.08 0.00 -0.03 -0.57
H 6.317 0.541 9.031 0.00 -0.01 0.02 0.44
H 8.553 -1.222 11.235 0.04 0.00 -0.01 0.38
H 11.269 -0.116 8.017 0.00 0.02 -0.02 0.43
H 9.041 1.650 5.814 -0.05 0.01 0.02 0.35

69
Properties=species:S:1:pos:R:3:forces:R:3:mulliken_charge:R:1 method="wB97M-V/def2-TZVPD" lumo_ev="3.91 / 3.90" homo_lumo_gap_ha="0.14673 / 0.16491" e_above_lowest_kcal_mol=21.7 charge=-2
Sr 0.435 0.134 0.708 0.19 -0.07 -0.77 2.22
C -4.421 3.100 -1.208 0.95 0.48 -0.10 -0.51
C -3.024 3.377 -1.136 -1.53 1.05 0.61 -0.73
C -2.122 2.401 -0.871 1.70 -1.49 -1.10 0.17
C -2.556 1.024 -0.926 0.41 0.04 0.30 0.02
C -3.947 0.787 -0.839 0.16 -0.56 -0.16 -0.48
C -4.869 1.801 -1.074 1.94 -0.19 0.47 -0.73
N -1.640 0.007 -1.002 0.87 1.45 1.06 0.71
C -1.896 -1.155 -1.615 -1.38 -1.79 0.17 0.00
C -2.922 -1.298 -2.611 0.60 -0.68 0.42 -0.62
C -3.168 -2.528 -3.211 0.53 -0.21 0.34 -0.65
C -2.540 -3.694 -2.745 -0.60 -0.19 -0.80 -0.58
C -1.625 -3.640 -1.725 1.38 0.94 0.85 -0.89
C -1.205 -2.388 -1.190 -0.07 0.61 -0.95 -0.43
N -0.058 -2.223 -0.411 -1.61 1.51 -0.17 1.52
N 0.623 -3.291 -0.195 0.49 -1.85 -0.94 -1.38
C 1.754 -3.155 0.498 -0.05 -1.45 0.16 -0.12
C 2.689 -4.249 0.520 -0.08 0.68 0.58 -0.86
C 3.737 -4.177 1.409 -0.87 -1.20 -0.47 -0.16
C 3.750 -3.219 2.410 0.06 1.92 1.24 -0.87
C 2.873 -2.142 2.244 -0.09 0.03 -1.00 -0.32
N 1.972 -2.078 1.253 0.45 1.25 1.15 0.36
H -5.095 3.930 -1.293 -0.35 0.21 -0.33 0.36
H -2.698 4.423 -1.224 -0.10 -0.47 0.07 0.34
H -1.008 2.616 -0.902 -1.48 -0.28 0.22 0.09
H -4.241 -0.270 -0.677 -0.04 0.85 -0.34 0.55
H -5.861 1.506 -1.205 -1.74 -0.05 0.12 0.44
H -3.566 -0.457 -2.830 0.37 0.08 -0.35 0.42
H -3.793 -2.623 -4.087 -0.39 0.18 0.04 0.33
H -2.763 -4.628 -3.267 0.08 0.09 0.30 0.30
H -1.041 -4.480 -1.339 -0.44 0.04 -0.37 0.39
H 2.493 -5.166 -0.026 0.16 0.40 -0.43 0.38
H 4.460 -4.967 1.343 0.38 -0.35 0.39 0.37
H 4.363 -3.215 3.327 0.07 -0.20 -0.89 0.30
H 2.897 -1.209 2.816 0.24 -0.55 0.35 0.46
F 0.907 1.179 3.189 0.31 1.45 0.29 -0.52
B 0.911 2.655 2.972 -0.84 -1.54 -2.13 0.61
F 2.181 3.170 2.950 -0.47 -0.10 0.33 -0.35
F 0.329 2.671 1.547 0.66 0.24 1.67 -0.42
F 0.018 3.266 3.837 0.34 -0.21 -0.12 -0.37
C 0.734 1.232 -3.455 0.06 -1.21 0.83 -0.70
C 2.116 1.706 -3.170 0.56 0.89 2.26 0.33
C 2.949 2.245 -4.076 2.34 0.58 0.46 -0.39
C 4.249 2.831 -3.712 -1.65 -0.23 -1.52 -1.04
C 4.422 3.212 -2.390 0.43 0.33 -0.12 -0.40
C 3.708 2.677 -1.357 -2.00 -1.83 -0.26 0.49
C 3.987 2.977 0.078 0.83 0.08 0.27 -1.03
C 2.628 1.682 -1.714 1.24 0.81 -2.21 0.74
N 2.165 0.753 -0.986 -0.31 0.10 1.10 -0.85
H 0.356 1.591 -4.422 0.11 -0.34 0.22 0.36
H 0.072 1.543 -2.642 -0.18 0.21 -0.23 -0.20
H 0.708 0.114 -3.333 -0.21 0.75 -0.62 0.15
H 2.602 2.288 -5.094 0.17 -0.14 -0.52 0.35
H 5.001 2.957 -4.497 -0.38 0.64 0.27 0.30
H 5.059 4.070 -2.122 0.47 -0.74 -0.19 0.21
H 4.757 3.793 0.089 -0.59 -0.59 0.29 0.30
H 4.376 2.116 0.710 -0.39 0.75 -0.86 0.14
H 3.079 3.328 0.545 -0.17 0.18 0.51 0.12
C -2.469 -2.081 5.284 -1.09 0.90 2.14 -1.03
N -2.271 -1.930 3.893 0.87 -0.40 -1.21 -0.14
C -1.676 -0.788 3.416 1.71 -0.18 -2.56 0.04
N -2.031 0.342 4.077 -0.71 0.09 0.66 -0.33
O -0.866 -0.818 2.423 -3.15 -0.18 3.59 -0.35
H -3.565 -1.884 5.535 1.27 -0.13 0.14 0.26
H -1.796 -1.405 5.933 -1.03 -0.96 -1.08 0.29
H -2.262 -3.106 5.556 0.01 -0.27 0.21 0.35
H -2.024 -2.795 3.406 0.12 0.88 -0.04 0.34
H -2.851 0.384 4.732 1.59 -0.12 -1.27 0.19
H -1.489 1.173 3.879 -0.14 0.05 0.00 0.17

71
Properties=species:S:1:pos:R:3:forces:R:3:mulliken_charge:R:1 method="wB97M-V/def2-TZVPD" lumo_ev="-5.37 / -3.40" s_squared=6.082 homo_lumo_gap_ha="0.19397 / 0.26652" e_above_lowest_kcal_mol=10.6 multiplicity=5 charge=+1
Mn 0.957 -0.109 -0.353 0.46 0.40 -0.98 -0.14
I -3.541 -0.097 0.883 -0.08 0.06 0.10 0.09
C -2.266 1.451 1.547 0.09 -0.11 0.08 -0.88
I -0.621 2.054 0.331 -0.27 0.23 0.04 0.24
H -1.870 1.169 2.515 -0.03 0.01 0.01 0.37
H -2.863 2.353 1.625 0.00 -0.04 0.04 0.53
O 2.248 -1.662 -1.122 -0.05 0.00 0.17 -0.55
S 1.712 -1.643 -2.505 -0.19 -0.10 0.07 1.32
O 1.143 -2.882 -2.940 0.00 0.03 0.01 -0.70
N 0.682 -0.374 -2.476 0.18 -0.33 0.23 -0.14
C 1.062 0.603 -3.375 0.06 -0.05 0.01 -0.05
S 0.271 2.003 -3.590 -0.06 0.09 0.00 -0.23
C 2.330 0.233 -4.072 -0.03 0.02 -0.04 0.49
C 3.013 0.961 -5.034 -0.03 0.02 0.03 -0.72
C 4.196 0.439 -5.537 0.00 -0.02 0.01 -0.61
C 4.688 -0.792 -5.104 -0.04 -0.01 0.03 -0.56
C 4.004 -1.536 -4.153 0.04 0.07 -0.04 -0.80
C 2.840 -0.984 -3.655 0.01 0.02 -0.02 0.34
H 2.617 1.910 -5.370 0.00 0.00 -0.01 0.49
H 4.745 0.993 -6.286 0.01 0.01 -0.02 0.43
H 5.608 -1.177 -5.520 0.03 0.00 -0.02 0.44
H 4.367 -2.497 -3.817 0.00 -0.03 0.01 0.51
C 0.192 -3.176 2.233 0.09 0.03 0.04 -0.99
N -0.917 -3.279 1.299 -0.06 0.12 -0.29 0.17
C -2.103 -3.953 1.813 -0.02 -0.07 -0.06 -1.16
C -0.949 -2.492 0.204 0.20 -0.09 0.14 0.25
O -0.214 -1.445 0.204 -0.14 0.31 0.39 -0.27
N -1.711 -2.801 -0.841 -0.04 -0.09 0.04 0.53
C -2.050 -1.823 -1.867 0.10 0.11 -0.07 -1.18
C -2.070 -4.175 -1.173 -0.02 -0.02 0.04 -1.26
H 0.426 -4.174 2.605 -0.02 0.02 0.01 0.39
H -0.067 -2.536 3.080 0.02 0.02 0.00 0.32
H 1.071 -2.779 1.734 -0.01 -0.02 0.01 0.23
H -2.229 -3.670 2.859 0.00 -0.01 -0.01 0.37
H -2.016 -5.039 1.753 0.02 0.00 -0.01 0.32
H -2.985 -3.629 1.270 -0.03 0.00 -0.04 0.38
H -1.892 -0.812 -1.502 0.00 -0.12 -0.11 0.24
H -3.103 -1.951 -2.119 -0.01 0.04 -0.01 0.40
H -1.438 -1.987 -2.753 -0.02 0.01 -0.02 0.40
H -1.433 -4.873 -0.639 0.01 -0.02 0.05 0.42
H -1.902 -4.308 -2.241 0.02 -0.02 0.00 0.40
H -3.117 -4.387 -0.955 -0.02 -0.01 0.01 0.35
Cl 2.513 0.263 2.029 0.00 -0.31 -0.01 -0.05
C 2.211 1.828 2.760 0.00 0.00 -0.05 1.03
C 1.091 1.889 3.578 0.01 0.09 0.04 -0.96
C 0.730 3.070 4.191 0.05 -0.03 -0.08 -0.57
C 1.512 4.197 3.968 -0.01 -0.03 0.01 -0.67
C 2.631 4.118 3.173 -0.03 0.04 0.00 0.36
Cl 3.583 5.555 2.953 -0.01 0.00 0.00 -0.26
C 3.051 2.927 2.532 0.04 -0.03 0.07 -0.22
N 4.197 2.974 1.784 -0.01 0.12 -0.08 0.18
C 4.907 1.927 1.118 0.02 -0.07 0.07 -0.35
C 5.732 1.081 1.845 -0.04 -0.03 -0.02 -0.22
C 6.427 0.069 1.204 -0.01 0.00 -0.03 -0.66
C 6.305 -0.086 -0.170 -0.01 0.03 0.03 -0.79
C 5.505 0.782 -0.896 0.04 0.01 0.00 -0.45
C 4.808 1.806 -0.267 0.02 0.04 -0.02 0.59
C 3.911 2.729 -1.050 0.00 0.12 0.07 -1.29
C 2.457 2.378 -0.824 0.01 -0.04 -0.01 0.58
O 1.582 3.194 -0.631 0.14 -0.11 -0.04 -0.63
O 2.281 1.068 -0.854 -0.30 -0.02 0.23 0.98
H 0.518 0.985 3.731 -0.02 -0.04 0.00 0.61
H -0.137 3.120 4.832 -0.03 0.00 0.04 0.45
H 1.265 5.144 4.425 0.00 0.02 0.01 0.44
H 4.683 3.859 1.844 -0.09 -0.08 -0.05 0.17
H 5.807 1.214 2.915 0.01 0.01 0.04 0.50
H 7.064 -0.594 1.774 0.02 -0.02 0.01 0.42
H 6.842 -0.875 -0.677 0.03 -0.04 -0.02 0.46
H 5.416 0.667 -1.970 0.00 0.00 -0.03 0.39
H 4.118 2.640 -2.119 -0.04 -0.02 0.01 0.44
H 4.029 3.774 -0.763 0.04 -0.05 -0.06 0.34

59
Properties=species:S:1:pos:R:3:forces:R:3:mulliken_charge:R:1 method="wB97M-V/def2-TZVPD" lumo_ev="-4.16 / -4.16" s_squared=3.754 homo_lumo_gap_ha="0.24153 / 0.24148" e_above_lowest_kcal_mol=0.0 multiplicity=4 charge=+1
C 0.712 1.614 1.471 0.20 2.10 0.72 -0.26
C 1.118 1.999 0.167 0.20 1.39 0.71 -0.66
C -0.043 2.213 -0.605 -0.25 1.67 -0.12 -0.53
H 2.134 2.107 -0.175 0.10 -0.01 -0.06 0.46
C -1.169 1.956 0.208 -0.04 1.55 0.56 -0.51
C -0.698 1.584 1.494 -0.19 2.01 0.79 -0.32
H -1.310 1.328 2.344 0.00 0.02 0.08 0.55
H 1.366 1.384 2.296 -0.03 0.07 0.00 0.59
H -0.068 2.481 -1.648 -0.01 0.04 -0.06 0.54
H -2.200 2.020 -0.098 -0.09 -0.01 -0.07 0.45
Er 0.000 0.000 0.000 1.13 -6.26 -0.84 0.65
C -0.372 -0.579 -2.041 -0.43 -0.73 -2.16 -1.49
H -1.312 -0.127 -2.376 -0.07 0.05 -0.29 0.31
H -0.441 -1.645 -2.288 0.01 -0.02 -0.08 0.36
H 0.415 -0.171 -2.684 -0.04 0.03 -0.29 0.34
Si -0.556 -2.041 -6.116 -0.05 -0.12 -0.04 0.41
C 1.239 -1.807 -6.590 -0.04 0.00 0.04 0.18
C 1.893 -0.598 -6.337 0.02 -0.08 -0.02 -0.07
H 1.349 0.224 -5.886 -0.04 0.05 0.02 0.39
C 3.228 -0.425 -6.668 0.02 0.01 0.02 -0.67
H 3.717 0.519 -6.465 0.01 0.02 -0.01 0.37
C 3.937 -1.461 -7.261 -0.02 -0.02 0.01 -0.38
H 4.979 -1.326 -7.521 0.00 0.00 -0.01 0.38
C 3.304 -2.667 -7.524 0.03 0.01 0.00 -0.52
H 3.851 -3.476 -7.991 0.00 0.00 -0.01 0.38
C 1.967 -2.836 -7.192 -0.03 0.05 0.03 -0.38
H 1.484 -3.781 -7.410 -0.02 -0.01 -0.01 0.32
C -1.552 -0.508 -6.517 0.03 -0.03 0.05 0.26
C -1.356 0.177 -7.719 -0.01 0.00 0.08 -0.27
H -0.603 -0.166 -8.418 0.02 -0.02 -0.03 0.39
C -2.104 1.303 -8.030 -0.02 0.03 -0.01 -0.66
H -1.938 1.821 -8.965 0.00 0.00 0.00 0.37
C -3.064 1.767 -7.140 0.02 -0.01 0.01 -0.36
H -3.647 2.646 -7.380 0.00 0.00 -0.01 0.38
C -3.269 1.102 -5.939 0.01 0.02 0.00 -0.60
H -4.012 1.464 -5.240 -0.03 0.01 0.00 0.37
C -2.518 -0.024 -5.632 0.05 0.02 -0.06 -0.18
H -2.684 -0.528 -4.688 0.01 -0.05 0.03 0.29
H -0.709 -2.312 -4.661 0.01 0.02 -0.10 -0.19
H -1.066 -3.233 -6.848 0.05 0.10 0.05 -0.22
N -1.795 -0.994 1.077 -2.15 -0.10 -1.31 -0.32
C -1.467 -1.586 2.318 -1.90 -0.94 1.73 0.49
C -2.457 -2.082 3.180 1.18 0.46 -0.69 -0.64
C -2.091 -2.683 4.391 1.33 -0.18 0.50 -0.74
C -0.739 -2.804 4.739 -1.73 0.02 -0.20 -0.91
C 0.253 -2.311 3.875 -0.23 -0.23 0.50 0.63
C 1.616 -2.410 4.180 1.28 0.60 -1.03 -0.45
C 2.564 -1.894 3.290 -0.50 -0.40 0.77 -0.82
C 2.138 -1.266 2.113 -2.30 -0.57 0.85 -0.10
N 0.810 -1.168 1.837 2.46 -0.50 -0.18 -0.36
C -0.126 -1.688 2.670 1.11 -0.03 0.14 0.26
H -2.190 -1.698 0.437 0.50 -0.13 0.14 0.39
H -2.618 -0.378 1.152 0.59 -0.04 0.35 0.43
H -3.504 -2.003 2.915 0.02 0.03 -0.07 0.46
H -2.856 -3.059 5.058 0.05 0.02 -0.03 0.41
H -0.472 -3.275 5.677 0.08 0.03 -0.08 0.44
H 1.945 -2.881 5.099 -0.09 0.01 -0.02 0.46
H 3.620 -1.962 3.519 -0.05 0.00 -0.06 0.40
H 2.862 -0.835 1.434 -0.15 0.09 -0.21 0.48